{"formula": "C2H6Cl2P", "method": "the ωB97M-V functional and the def2-TZVPD basis", "molar_mass_g_mol": 131.95, "total_charge": 1, "gap_ev": 12.517, "symbols": ["C", "C", "P", "Cl", "Cl", "H", "H", "H", "H", "H", "H"], "xyz": [[-0.1527, 0.0135, -1.4220], [-0.1173, -0.0890, 1.4399], [-1.1907, -0.0555, 0.0049], [-2.4793, -1.5648, 0.1984], [-2.2221, 1.6444, -0.2048], [-0.5637, 0.6317, -2.1734], [-0.0370, -0.9694, -1.8619], [0.8096, 0.3659, -1.0369], [-0.6680, 0.3332, 2.2857], [0.7728, 0.4904, 1.3188], [0.0938, -1.1706, 1.3742]], "atomic_forces_ev_per_a": [[0.58, -1.46, 0.24], [-1.29, -0.35, -0.51], [-0.45, 1.34, 0.11], [0.57, 0.58, -0.30], [-0.02, -0.46, 0.55], [-0.39, 0.85, -0.66], [0.27, -0.34, -0.02], [-0.11, 0.06, -0.35], [0.09, -0.85, 0.24], [0.53, 0.35, -0.43], [0.22, 0.28, 1.13]]}

=====

{"formula": "CH7O5", "method": "the ωB97M-V functional and the def2-TZVPD basis", "molar_mass_g_mol": 99.06, "total_charge": -1, "gap_ev": 9.463, "symbols": ["O", "C", "O", "H", "H", "H", "O", "H", "H", "O", "H", "H", "O"], "xyz": [[-1.8676, -0.3850, -0.3552], [-0.8438, 0.3595, -0.6180], [0.4103, 0.2201, -0.1637], [-0.8149, 0.9378, -1.5635], [2.7542, 0.2769, -2.3950], [1.4585, 0.0626, -1.6833], [1.8373, 0.1041, -2.6118], [0.9350, 1.1431, 1.3150], [0.2262, 2.2392, 2.0656], [1.1215, 1.8263, 2.0525], [-0.6224, -2.5302, 0.9099], [-1.1867, -1.2162, 1.2781], [-1.2123, -2.1493, 1.5508]], "atomic_forces_ev_per_a": [[2.94, 3.20, -0.23], [1.24, -3.84, -0.17], [-3.31, 0.48, -0.19], [-0.71, 0.56, 0.34], [0.34, 0.08, -0.26], [-0.28, 0.14, -0.82], [-0.18, -0.13, 1.17], [0.55, 0.86, 0.92], [1.06, -0.26, 0.22], [-1.61, -0.63, -1.24], [0.32, -0.28, -0.40], [-0.38, -0.22, -0.24], [0.02, 0.03, 0.89]]}

=====

{"formula": "C29H53BO2P2Pt", "method": "the ωB97M-V functional and the def2-TZVPD basis", "molar_mass_g_mol": 701.58, "total_charge": 2, "multiplicity": 5, "s_squared": 6.01, "gap_ev": [5.665, 5.499], "symbols": ["Pt", "C", "C", "C", "C", "C", "C", "H", "H", "H", "C", "H", "H", "H", "C", "H", "H", "H", "C", "H", "H", "H", "C", "H", "H", "H", "C", "C", "C", "C", "C", "C", "C", "C", "H", "H", "H", "H", "H", "H", "H", "H", "H", "H", "H", "H", "P", "C", "C", "P", "C", "C", "C", "H", "H", "H", "H", "H", "H", "H", "H", "H", "H", "H", "H", "H", "H", "C", "C", "C", "O", "B", "O", "C", "C", "C", "H", "H", "H", "H", "H", "H", "H", "H", "H", "H", "H", "H"], "xyz": [[-0.3714, 1.9540, -2.5864], [-0.6234, -2.6973, 0.0360], [0.7100, -3.0777, -0.2492], [0.7757, -1.0488, 0.8228], [-0.5912, -1.4211, 0.6691], [1.5745, -2.0678, 0.2395], [-1.8358, -3.5132, -0.1899], [-1.6727, -4.2319, -1.0041], [-2.6976, -2.8850, -0.4441], [-2.1089, -4.0928, 0.7085], [-1.7534, -0.6575, 1.1572], [-2.6920, -1.0432, 0.7367], [-1.6832, 0.4020, 0.8737], [-1.8381, -0.7068, 2.2587], [1.2861, 0.1316, 1.5462], [1.5983, -0.1252, 2.5734], [0.5258, 0.9167, 1.6199], [2.1606, 0.5646, 1.0400], [3.0513, -2.1118, 0.2460], [3.4384, -2.5501, 1.1798], [3.4810, -1.1083, 0.1552], [3.4265, -2.7254, -0.5821], [1.1270, -4.3607, -0.8588], [1.2772, -5.1396, -0.0956], [2.0699, -4.2471, -1.4026], [0.3647, -4.7258, -1.5541], [-1.3532, 2.2778, -4.2373], [-2.0653, 0.9088, -4.1475], [-1.3077, -0.1711, -4.9367], [0.0197, -0.5680, -4.2960], [0.6970, 0.4913, -3.4157], [1.6416, 1.3725, -4.2078], [1.0257, 2.1223, -5.4307], [-0.4579, 2.5676, -5.4412], [-1.1343, 0.1892, -5.9588], [0.7310, -0.8711, -5.0791], [-1.9262, -1.0686, -5.0380], [-0.9342, 2.1871, -6.3532], [-2.0743, 3.1010, -4.0939], [-3.0645, 1.0227, -4.5929], [-0.4803, 3.6642, -5.5553], [1.6214, 3.0262, -5.6350], [2.4589, 0.7410, -4.5945], [1.1930, 1.4809, -6.3120], [-0.1225, -1.4624, -3.6686], [1.2362, -0.0456, -2.6179], [-2.6982, 0.2720, -2.4411], [-4.1912, 1.2968, -2.2837], [-3.2475, -1.4352, -2.7834], [2.7719, 2.4750, -3.1607], [1.3039, 3.3947, -2.6467], [3.2410, 1.5632, -1.6927], [4.1162, 3.2708, -4.0056], [-3.9887, 2.0796, -1.5438], [-5.0198, 0.6735, -1.9274], [-4.4593, 1.7678, -3.2356], [-2.3905, -2.1168, -2.6739], [-3.6761, -1.5589, -3.7875], [-3.9940, -1.7323, -2.0336], [3.7878, 3.7370, -4.9459], [4.9057, 2.5333, -4.2276], [4.5422, 4.0467, -3.3502], [1.4460, 3.8404, -1.6594], [1.0435, 4.1431, -3.4051], [3.3956, 2.2808, -0.8774], [4.1735, 1.0111, -1.8737], [2.4643, 0.8565, -1.3751], [0.1033, 5.4104, 0.1041], [-0.2364, 4.1312, 0.8720], [0.4878, 4.1644, 2.1979], [0.2488, 3.0004, 0.1446], [-0.7827, 2.6926, -0.7545], [-2.0247, 3.1072, -0.2805], [-1.7820, 3.8612, 0.9191], [-2.2086, 3.0311, 2.1211], [-2.6614, 5.0944, 0.8919], [-0.3675, 5.4518, -0.8904], [1.1894, 5.4817, -0.0296], [-0.2137, 6.2874, 0.6796], [1.5636, 4.2878, 2.0260], [0.1368, 5.0226, 2.7814], [0.3361, 3.2468, 2.7801], [-2.1226, 3.6398, 3.0305], [-3.2630, 2.7449, 2.0134], [-1.6139, 2.1164, 2.2511], [-2.5046, 5.6939, -0.0102], [-3.7142, 4.7917, 0.9387], [-2.4483, 5.7073, 1.7763]], "atomic_forces_ev_per_a": [[1.09, 1.39, 3.92], [-0.31, 0.12, 0.19], [0.14, -0.45, 0.00], [-0.03, 0.03, 0.13], [0.06, 0.03, 0.14], [0.12, 0.01, 0.19], [-0.18, -0.20, -0.33], [-0.13, 0.15, 0.25], [0.20, -0.18, 0.13], [0.16, 0.19, -0.18], [-0.54, 0.17, -0.01], [0.28, 0.09, 0.18], [0.06, -0.23, 0.10], [0.12, 0.01, -0.33], [-0.01, 0.50, 0.05], [-0.06, -0.07, -0.29], [0.16, -0.15, -0.03], [-0.18, -0.13, 0.18], [0.32, -0.03, -0.33], [-0.16, 0.10, -0.17], [-0.05, -0.16, 0.09], [-0.02, 0.12, 0.24], [0.06, -0.03, -0.30], [-0.05, 0.19, -0.09], [-0.14, -0.10, 0.10], [0.17, -0.02, 0.12], [-2.29, 0.58, -1.85], [-1.20, -0.73, -1.36], [-0.13, -0.05, -0.06], [0.16, -0.23, 0.33], [2.09, -1.59, -0.32], [2.85, -0.50, -1.18], [0.56, -0.09, -0.40], [-0.37, 0.63, 0.15], [-0.14, -0.06, 0.25], [-0.11, -0.02, 0.13], [0.07, 0.18, -0.08], [0.08, 0.04, 0.10], [0.20, -0.33, -0.20], [0.17, 0.05, -0.49], [0.06, -0.39, 0.04], [-0.05, -0.30, 0.02], [-0.39, -0.52, -0.67], [-0.04, 0.16, 0.37], [-0.07, 0.23, -0.10], [-0.01, 0.15, -0.35], [1.72, 1.34, -0.04], [-0.18, 0.08, 0.28], [0.12, -0.33, -0.21], [-4.32, -0.99, 0.18], [-0.48, 0.06, 0.71], [0.95, -0.24, 0.24], [0.65, 0.18, -0.17], [-0.12, -0.14, -0.16], [0.08, 0.21, -0.08], [-0.08, -0.16, 0.15], [-0.26, 0.21, -0.17], [-0.01, 0.06, 0.27], [0.13, 0.21, -0.20], [-0.01, -0.17, 0.35], [-0.30, 0.24, 0.06], [-0.14, -0.21, -0.21], [-0.14, 0.17, -0.31], [-0.05, -0.10, 0.23], [0.07, -0.12, -0.15], [-0.16, 0.12, 0.15], [0.06, 0.40, -0.31], [0.01, 0.09, -0.16], [-0.22, 0.62, 0.50], [-0.12, 0.02, 0.41], [-0.39, -0.46, -1.08], [-0.23, 0.67, 1.46], [0.98, -0.57, -0.92], [-0.15, 0.31, 0.86], [-0.04, -0.21, 0.23], [0.02, 0.30, -0.03], [0.06, -0.05, 0.29], [-0.17, -0.04, 0.04], [0.04, -0.15, -0.19], [-0.22, 0.00, 0.01], [0.11, -0.18, 0.06], [0.00, 0.25, -0.13], [0.00, -0.25, -0.15], [0.26, 0.05, -0.03], [-0.06, 0.25, -0.03], [-0.07, -0.10, 0.19], [0.23, 0.09, -0.05], [-0.09, -0.01, -0.21]]}

=====

{"formula": "C4H6N2O", "method": "the ωB97M-V functional and the def2-TZVPD basis", "molar_mass_g_mol": 98.10, "total_charge": 0, "smiles": "[H]/N=C/OCCC#N", "gap_ev": 11.436, "symbols": ["H", "N", "C", "O", "C", "C", "C", "N", "H", "H", "H", "H", "H"], "xyz": [[-0.7380, -2.3303, 1.5280], [-0.3673, -1.6209, 0.9019], [0.5742, -0.9818, 1.4511], [1.2569, -0.0052, 0.8262], [0.8589, 0.2552, -0.5184], [-0.3767, 1.1797, -0.5523], [-1.4083, 0.7375, -1.4926], [-2.2266, 0.3998, -2.2364], [0.9639, -1.1075, 2.4645], [0.6541, -0.6891, -1.0270], [1.7207, 0.7435, -0.9753], [-0.8236, 1.2168, 0.4448], [-0.0884, 2.2023, -0.8146]], "atomic_forces_ev_per_a": [[0.01, 0.09, -0.03], [0.24, 0.15, 0.22], [-0.16, -0.15, 0.00], [0.00, -0.04, 0.07], [0.01, 0.00, -0.22], [-0.01, 0.05, 0.03], [-0.71, -0.29, -0.65], [0.81, 0.32, 0.68], [-0.06, -0.03, -0.13], [0.01, 0.15, 0.04], [-0.14, -0.06, 0.04], [0.04, -0.04, -0.11], [-0.05, -0.13, 0.05]]}